[1]
120
Properties=species:S:1:pos:R:3:forces:R:3:lowdin_charge:R:1 method="wB97M-V/def2-TZVPD" e_homo_ev=-9.020 total_charge=0 lumo_energy_ha=0.02013 e_tot_ha=-2080.4014 de_lowest_ev=18.455 smiles=COC[C@H](C)N.COC[C@H](C)N.COC[C@H](C)N.COC[C@H](C)N.COC[C@H](C)N.COC[C@H](C)N.CO.CO.CO orbital_gap_ev=9.568
C -2.1895 -3.8291 -1.8740 -0.145 1.231 3.931 -0.02
O -3.2334 -2.8973 -1.3236 2.103 -1.145 -0.799 -0.18
C -3.4472 -3.1562 0.0544 -0.486 3.764 -0.978 -0.22
C -4.6208 -2.2781 0.4692 1.320 2.793 -5.169 -0.46
C -4.1505 -0.8018 0.1749 -5.453 0.199 -2.384 -0.04
N -4.9107 -2.2343 1.7908 -2.276 4.379 2.553 0.05
H -1.3966 -4.0459 -1.0703 -0.446 1.146 -1.411 0.10
H -1.8481 -3.5988 -2.8458 0.408 0.978 -0.747 0.06
H -2.6065 -4.7666 -1.8997 -1.504 -2.414 -0.506 0.05
H -3.8526 -4.0411 0.2070 -1.040 -5.112 0.497 0.08
H -2.6179 -2.9776 0.6897 1.249 0.206 0.480 0.12
H -5.4236 -2.5625 -0.2671 0.211 0.219 0.704 0.15
H -5.0418 -0.0390 0.3651 1.934 -1.501 -0.411 0.10
H -3.6378 -0.5608 -0.7320 -0.617 -0.305 -1.368 0.05
H -3.4100 -0.6298 0.7866 3.569 1.062 4.223 -0.01
H -5.1270 -3.0432 2.1963 -0.878 -4.389 1.924 0.02
H -5.7885 -1.6275 1.9896 2.188 -1.077 -0.554 0.15
C 5.1620 -0.2556 3.0469 0.547 -0.468 -0.929 -0.11
O 5.5846 -0.4997 1.6876 -1.312 1.054 -0.112 -0.23
C 4.9537 0.4953 0.7984 -1.313 -1.903 1.232 -0.13
C 5.3323 0.2188 -0.7257 3.463 -0.007 2.221 -0.44
C 6.8886 0.2193 -0.8404 -0.647 1.582 2.185 -0.06
N 4.7719 1.2795 -1.5414 3.715 0.414 0.111 0.07
H 5.3152 0.7597 3.3735 0.858 0.478 0.078 0.08
H 5.6725 -1.0118 3.5887 0.984 -0.180 0.862 0.08
H 4.1477 -0.4201 3.3602 -1.275 -0.384 -0.999 0.07
H 3.7568 0.2223 1.0113 2.740 1.615 -0.824 0.16
H 5.3278 1.4793 1.2456 -1.029 -0.799 -1.252 0.14
H 4.9351 -0.7213 -1.0544 -0.337 -0.927 0.299 0.11
H 7.0767 1.3319 -0.8950 0.374 -1.083 0.514 0.09
H 7.2724 -0.1434 -1.7481 0.258 -0.905 -1.272 0.04
H 7.3952 -0.2808 0.0455 -0.582 0.715 -1.175 0.09
H 3.9782 1.0842 -1.0941 -5.869 0.796 0.416 -0.03
H 4.7601 0.8529 -2.4330 -0.611 0.043 -1.375 0.07
C 0.9468 -2.1413 1.8004 -4.891 3.761 6.258 -0.10
O 0.7158 -0.8692 1.3667 0.641 1.245 -1.844 -0.18
C 1.2506 -0.6895 -0.0087 -2.406 -0.700 1.957 -0.14
C 0.8619 0.6822 -0.3779 -1.975 -0.240 -4.234 -0.34
C -0.6970 0.8579 -0.4977 -1.948 1.496 1.175 -0.05
N 1.4300 0.9532 -1.8118 1.624 4.857 4.420 0.08
H 0.7179 -2.2887 2.9405 -0.314 0.456 -2.159 0.15
H 1.8306 -2.4200 1.7759 9.324 -1.610 -0.127 0.01
H 0.5814 -2.8352 1.2390 -3.812 -4.254 -3.426 0.03
H 2.2860 -0.8171 0.0027 1.827 -0.336 0.033 0.09
H 0.7701 -1.4829 -0.5976 0.099 0.318 -0.313 0.12
H 1.2768 1.3796 0.2823 0.543 1.105 1.083 0.12
H -1.4065 0.0742 -1.0281 2.132 1.481 0.368 0.11
H -0.8315 1.9494 -0.8511 -0.051 -1.809 -0.354 0.08
H -1.2829 0.9814 0.4746 1.199 -0.548 -0.575 0.06
H 1.1855 2.0159 -2.0417 0.539 -3.181 0.446 0.14
H 0.8961 0.3872 -2.3297 -2.410 -2.114 -3.043 -0.06
C 0.5611 5.3607 -0.9123 0.681 -2.793 3.302 -0.13
O -0.4742 4.6350 -1.5700 0.252 0.188 0.069 -0.21
C -1.2066 5.3836 -2.5886 2.858 0.951 0.436 -0.13
C -2.3304 4.5052 -3.1214 4.543 0.318 -6.864 -0.40
C -1.7952 3.3322 -3.9501 -5.119 -0.698 -1.402 -0.05
N -3.1543 5.1159 -4.1120 0.483 3.504 0.384 0.05
H 1.3142 5.7967 -1.4395 1.605 1.255 -2.856 0.03
H 1.3019 4.7788 -0.1274 -2.340 0.000 -2.059 0.14
H 0.2672 6.0776 -0.2036 -1.444 1.279 0.642 0.05
H -1.6371 6.2608 -2.1501 -0.590 0.638 0.728 0.10
H -0.3183 5.9219 -3.2265 -2.449 -1.844 0.265 0.18
H -2.8163 3.9524 -2.5209 -3.617 -2.629 6.077 0.07
H -1.1924 2.8024 -3.4365 5.240 -3.360 3.530 -0.03
H -1.4673 3.5662 -4.8865 1.298 1.059 -2.345 0.05
H -2.5343 2.4027 -4.1823 0.457 2.499 0.621 0.14
H -3.5540 5.9114 -3.6665 -0.185 1.627 0.151 0.06
H -3.9906 4.6578 -4.2699 -1.621 -2.177 -0.613 0.05
C -5.4677 3.2405 1.0860 5.150 -4.708 0.327 -0.08
O -4.4324 3.6093 2.0065 -0.433 -0.853 -0.712 -0.18
C -3.0939 3.1301 1.5491 -3.535 5.828 -2.073 -0.16
C -2.1968 4.1404 2.1352 2.948 2.263 -1.026 -0.34
C -2.2949 5.5491 1.4270 -1.038 -0.733 7.002 -0.03
N -0.7581 3.7751 1.9068 -0.495 3.317 -5.021 0.07
H -6.3808 3.3332 1.3953 -5.126 1.576 2.671 0.01
H -5.5350 2.0218 0.9250 0.901 2.758 -0.278 0.13
H -5.3023 3.8256 0.2599 0.149 0.753 -2.710 0.06
H -3.0376 2.2403 1.9093 0.950 -5.878 2.307 0.05
H -3.0961 3.0798 0.4233 0.331 0.318 0.912 0.14
H -2.2297 4.2521 3.2562 -0.600 -0.225 -1.180 0.16
H -1.3813 6.0726 1.5934 0.274 0.659 0.343 0.07
H -3.2407 6.0550 1.6758 0.571 0.402 1.078 0.09
H -2.5027 5.4930 0.5035 -0.541 -1.270 -7.460 -0.02
H -0.5873 3.2872 0.9540 -0.768 1.770 1.239 0.09
H -0.6933 3.0128 2.3848 1.298 -5.949 4.608 -0.06
C 0.1579 -6.0681 0.5948 1.589 -3.316 -6.034 -0.08
O 0.6855 -5.2838 -0.4389 -1.071 0.678 -1.228 -0.22
C 2.0961 -5.0270 -0.3827 -2.016 -4.561 -3.744 -0.16
C 2.3824 -4.1749 -1.6528 0.213 0.805 1.157 -0.41
C 1.9278 -4.6925 -3.0312 -2.813 -2.350 -0.687 -0.06
N 3.7966 -4.0096 -1.7320 -1.212 6.558 5.158 0.04
H -0.8331 -6.2802 0.6470 -3.473 0.297 -1.082 0.07
H 0.3560 -5.5875 1.3642 2.137 3.609 7.958 0.01
H 0.5588 -7.0583 0.5217 0.942 -0.752 0.476 0.10
H 2.3021 -4.5252 0.4904 1.085 1.159 2.086 0.08
H 2.5752 -6.1417 -0.4430 -0.349 2.706 0.247 0.18
H 1.9910 -3.1503 -1.3293 -0.023 -1.171 -1.081 0.13
H 2.1547 -5.7959 -3.1666 0.343 1.151 0.414 0.09
H 2.2385 -4.2090 -3.9404 1.233 0.732 0.217 0.06
H 0.8139 -4.7560 -3.3553 1.213 0.445 1.707 0.09
H 4.3309 -4.5943 -2.1495 3.791 -5.179 -3.622 -0.02
H 4.3201 -3.6556 -0.8564 -1.577 -0.757 -1.895 0.13
C -0.0924 -1.1689 -3.8778 -0.030 -7.553 3.567 -0.32
O 0.0396 -0.0134 -4.3998 0.064 6.401 -4.456 -0.10
H -0.2227 -2.0365 -4.6116 0.045 0.893 0.873 0.10
H -0.8796 -1.1663 -3.1387 -1.199 -0.512 0.108 0.05
H 0.7432 -1.5975 -3.0885 -0.853 1.582 -2.360 0.12
H -0.6578 0.2305 -5.1194 1.875 -0.981 2.179 0.17
C 1.6531 -2.0520 5.8661 0.303 -4.672 3.869 -0.09
O 2.7388 -2.9963 5.5200 -5.003 0.664 -3.170 -0.07
H 0.7389 -2.6543 6.1000 0.591 0.442 -0.603 0.10
H 1.5439 -1.4630 5.0997 -0.943 3.245 -4.263 -0.01
H 1.7657 -1.4465 6.7628 0.822 -0.069 0.127 0.09
H 3.3601 -2.9078 6.1331 4.211 0.436 3.996 -0.02
C -1.3561 0.0545 3.9209 1.555 -4.639 0.681 -0.19
O -0.5453 0.6794 3.0480 1.691 3.177 0.118 -0.11
H -1.5929 -0.9751 3.5461 -0.130 0.508 0.327 0.10
H -2.2048 0.5777 3.9267 -3.751 1.872 0.674 0.03
H -0.9978 -0.1323 4.9819 0.174 0.662 -1.057 0.10
H -0.1913 0.2407 2.2892 0.256 -1.364 -0.378 0.01

***

[2]
52
Properties=species:S:1:pos:R:3:forces:R:3:nbo_charge:R:1 method="wB97M-V/def2-TZVPD" e_homo_ev="-17.439 / -17.439" total_charge=+3 lumo_energy_ha="-0.44086 / -0.44098" e_tot_ha=-2354.4603 de_lowest_ev=0.000 orbital_gap_ev="5.442 / 5.439"
Mo -1.9217 -1.2060 0.9789 -0.608 0.461 0.670 1.84
O 0.9639 -3.8154 2.2527 -0.382 -0.258 -0.260 -0.25
C 0.6988 -2.7219 2.2876 1.233 0.257 0.749 0.90
O -1.0481 -2.5646 1.3698 -0.452 -0.904 -0.328 -0.53
C 1.0715 -1.4105 2.7213 -0.330 0.050 -0.197 -0.36
C 2.2523 -1.4828 3.4845 0.083 0.117 0.063 -0.04
C 2.7880 -0.3197 3.9780 -0.108 0.028 -0.129 0.02
C 2.2041 0.9110 3.7437 -0.084 -0.135 -0.075 -0.05
C 1.0411 0.9799 2.9866 0.150 0.093 0.163 -0.04
C 0.4444 -0.1620 2.4634 -0.346 0.016 -0.197 0.46
O -0.6886 -0.0570 1.7378 0.500 0.119 0.329 -0.60
N 0.4707 2.3418 2.7686 0.097 0.085 -0.167 0.54
O 1.0562 3.2468 3.2985 -0.050 -0.032 0.062 -0.28
O -0.5083 2.4309 2.0593 -0.030 0.000 0.042 -0.35
N 4.0346 -0.3974 4.7821 0.023 -0.056 0.215 0.53
O 4.4492 0.6449 5.2180 0.009 0.011 -0.070 -0.29
O 4.4933 -1.5043 4.9352 -0.001 0.035 -0.063 -0.32
H 2.7447 -2.4265 3.6872 0.017 0.008 0.013 0.30
H 2.6447 1.8169 4.1441 -0.003 -0.001 0.000 0.32
F -1.0248 -0.9758 -3.6183 -0.010 0.032 -0.013 -0.28
C -1.3926 -0.0363 -4.4879 0.076 -0.002 -0.168 0.34
C -0.8621 -0.0374 -5.7467 -0.072 -0.012 0.163 0.45
F -0.0013 -0.9632 -6.0697 -0.008 0.014 0.002 -0.23
C -1.2461 0.9619 -6.7083 -0.007 0.043 -0.013 -0.21
C -2.2006 1.9417 -6.2579 0.023 -0.103 0.091 0.53
C -2.7183 1.9153 -4.9863 0.033 0.046 -0.137 0.30
F -3.5869 2.8413 -4.6404 0.010 -0.016 0.022 -0.24
C -2.3325 0.9236 -4.0658 -0.058 -0.067 0.080 0.02
C -2.8858 0.8741 -2.7317 -0.141 0.013 -0.087 -0.33
C -2.5520 -0.0241 -1.7845 0.578 -0.328 0.218 0.66
N -2.2716 -0.7241 -0.8594 -0.420 0.550 -0.689 -0.65
C -3.9153 1.7486 -2.2466 -0.119 -0.022 -0.087 0.22
N -4.7750 2.3515 -1.7816 0.049 0.048 0.083 -0.16
F -2.5922 2.8791 -7.0682 -0.009 0.027 -0.022 -0.23
C -0.7293 0.9811 -7.9967 -0.007 0.045 0.062 0.11
C 0.2118 0.0272 -8.4710 -0.046 -0.075 0.019 0.17
N 0.9479 -0.7461 -8.9015 0.034 0.034 -0.018 -0.01
C -1.0930 1.9502 -8.9690 -0.031 -0.010 -0.026 0.16
N -1.3593 2.6929 -9.8080 0.019 0.012 0.002 0.00
C -3.4813 -1.1140 2.0512 0.368 -0.135 -0.312 -0.37
C -4.5327 -1.0591 2.7490 -0.006 0.014 0.041 0.31
C -5.6585 -1.0001 3.4964 -0.013 -0.008 0.010 -0.12
C -5.9050 -2.0164 4.4833 -0.031 0.053 -0.005 -0.07
C -7.0446 -1.9485 5.2331 0.084 -0.046 -0.028 -0.22
C -7.9451 -0.8928 5.0270 -0.059 0.018 0.026 0.03
C -7.7247 0.1100 4.0701 0.044 0.023 -0.049 -0.22
C -6.5966 0.0712 3.3014 -0.001 -0.042 0.018 -0.07
H -5.1905 -2.8174 4.6130 0.008 -0.001 -0.003 0.25
H -7.2547 -2.7016 5.9795 -0.011 0.004 0.004 0.27
H -8.8451 -0.8502 5.6293 0.003 0.001 -0.003 0.26
H -8.4456 0.9057 3.9454 -0.004 0.000 0.007 0.27
H -6.3941 0.8286 2.5565 0.007 -0.002 -0.010 0.25

***

Number 1: largest force on an atom 9.46 eV/Å. Number 2: largest force on an atom 1.47 eV/Å.